Formula: C31H31AsCl3N7OSV
Source: the Open Molecules 2025 dataset
Level of theory: ωB97M-V/def2-TZVPD

The HOMO-LUMO gap (alpha / beta) is 6.643 / 6.565 eV. For the highest occupied orbital energy (alpha / beta), the calculation gives -12.9 / -12.9 eV. Its expectation value of S² is 3.770. As for the energy above the lowest of the compared OMol25 structures with the same formula, charge and spin: 2.556 eV. For the LUMO energy (alpha / beta), the calculation gives -6.276 / -6.355 eV.

Structure (ORCA input):
```
! wB97M-V def2-TZVPD RIJCOSX def2/J DEFGRID3
* xyz 2 4
V 0.899 0.440 -0.172
N 0.665 -3.020 1.958
C 0.791 -1.721 2.051
N 0.569 -1.200 0.847
C 0.342 -2.310 0.054
N 0.407 -3.429 0.688
C 0.471 -1.156 -2.258
C -0.615 -0.078 -2.348
N -0.315 1.112 -2.726
C 1.037 1.470 -2.819
C 1.976 0.706 -2.207
N 1.621 -0.532 -1.653
H 0.770 -3.707 2.686
H 1.024 -1.179 2.957
H -1.662 -0.326 -2.158
H 1.271 2.405 -3.308
H 2.989 1.038 -2.066
Cl -4.955 -7.502 1.635
C -4.014 -7.030 0.272
C -4.647 -6.640 -0.899
C -3.876 -6.262 -1.984
C -2.481 -6.258 -1.933
C -1.702 -5.868 -3.173
C -1.914 -4.423 -3.618
N -0.902 -3.455 -3.072
C 0.017 -2.832 -3.977
C 0.740 -1.805 -3.585
N 0.000 -2.260 -1.325
C -0.782 -3.243 -1.798
O -2.124 -6.610 -4.288
C -1.508 -7.906 -4.383
C -0.004 -7.870 -4.436
C 0.757 -7.031 -5.184
Cl 0.226 -5.819 -6.295
S 2.428 -7.298 -4.973
C 2.147 -8.547 -3.844
C 0.821 -8.743 -3.650
C -1.885 -6.671 -0.744
Cl -0.147 -6.730 -0.587
C -2.634 -7.054 0.361
H -5.731 -6.646 -0.959
H -4.369 -5.988 -2.916
H -0.640 -6.017 -2.993
H -2.901 -4.048 -3.368
H -1.806 -4.411 -4.694
H 0.110 -3.327 -4.937
H 1.507 -1.379 -4.219
H -1.300 -3.887 -1.092
H -1.924 -8.355 -5.279
H -1.815 -8.518 -3.530
H 2.981 -9.072 -3.389
H 0.420 -9.498 -2.976
H -2.148 -7.384 1.273
C -0.578 4.019 -0.607
As 0.483 2.787 0.423
C 2.119 3.784 0.685
C -0.392 2.876 2.182
C -0.392 4.262 2.760
C -1.465 5.117 2.526
C -1.470 6.403 3.052
C -0.401 6.843 3.824
C 0.672 5.993 4.067
C 0.675 4.709 3.538
H -1.594 3.655 -0.677
H -0.166 4.107 -1.602
H -0.563 4.979 -0.111
H 1.901 4.710 1.201
H 2.549 4.001 -0.285
H 2.827 3.204 1.262
H 0.112 2.175 2.835
H -1.397 2.514 2.016
H -2.309 4.776 1.930
H -2.314 7.061 2.865
H -0.411 7.843 4.246
H 1.507 6.330 4.672
H 1.512 4.045 3.740
*
```